(1)
{"formula": "C4H5BrN2O", "method": "wB97M-V/def2-TZVPD", "smiles": "[O-][N+]#CBr.CC#CN", "e_above_lowest_kcal_mol": 127.3, "homo_lumo_gap_ev": 8.227, "molar_mass_g_mol": 177.00, "elements": ["C", "C", "C", "C", "N", "N", "O", "Br", "H", "H", "H", "H", "H"], "coordinates": [[-0.6176, -0.0718, -0.3677], [3.3105, -0.4480, -0.0133], [-0.9398, -0.8348, -1.2275], [0.0284, 1.0514, 0.3519], [2.7772, -1.1073, -0.8399], [-1.6358, -1.6701, -2.0787], [2.0696, -1.8881, -1.4186], [4.4886, 0.7493, 0.6397], [1.0439, 0.8263, 0.3300], [-0.2388, 2.0075, -0.0706], [-0.2710, 1.0904, 1.4920], [-1.2370, -2.6862, -2.2005], [-2.6198, -1.7542, -1.8835]], "nbo_charge": [-0.102, -0.031, 0.163, -0.655, 0.188, -0.849, -0.374, 0.220, 0.222, 0.227, 0.214, 0.391, 0.385]}

(2)
{"formula": "C6H9NO", "method": "wB97M-V/def2-TZVPD", "e_above_lowest_kcal_mol": 249.2, "homo_lumo_gap_ev": 7.812, "molar_mass_g_mol": 111.14, "elements": ["C", "C", "C", "C", "C", "C", "H", "H", "H", "H", "H", "H", "H", "H", "H", "N", "O"], "coordinates": [[0.4499, -0.2305, 0.1470], [-0.3247, -1.1733, -0.9310], [-0.2621, 1.0422, -0.3846], [-1.2997, 1.8062, 0.2158], [1.8477, 0.0180, -0.1739], [3.0494, 0.0625, -0.0237], [0.1455, -1.7173, 1.6552], [0.5549, -0.1401, 2.4312], [0.1118, -2.2443, -0.9360], [-0.6351, -0.5105, -1.9230], [-2.8482, -1.0656, -1.0264], [0.0006, 1.2701, -1.4400], [-1.7379, 2.7904, -0.0248], [-1.6403, 1.4059, 1.2505], [3.9845, 0.4841, -0.5137], [0.1318, -0.5596, 1.5747], [-1.5279, -1.2383, 0.1026]], "nbo_charge": [-0.051, -0.104, -0.171, -0.417, -0.021, -0.237, 0.385, 0.410, 0.210, 0.241, 0.338, 0.195, 0.216, 0.211, 0.250, -0.828, -0.630]}

(3)
{"formula": "C40H106N6O16", "method": "wB97M-V/def2-TZVPD", "spin_multiplicity": 2, "charge": 1, "e_above_lowest_kcal_mol": 0.0, "homo_lumo_gap_ev": [7.634, 2.747], "molar_mass_g_mol": 927.31, "elements": ["C", "O", "C", "C", "N", "C", "C", "O", "C", "H", "H", "H", "H", "H", "H", "H", "H", "H", "H", "H", "H", "H", "H", "H", "C", "O", "C", "C", "N", "C", "C", "O", "C", "H", "H", "H", "H", "H", "H", "H", "H", "H", "H", "H", "H", "H", "H", "H", "C", "O", "C", "C", "N", "C", "C", "O", "C", "H", "H", "H", "H", "H", "H", "H", "H", "H", "H", "H", "H", "H", "H", "H", "C", "O", "C", "C", "N", "C", "C", "O", "C", "H", "H", "H", "H", "H", "H", "H", "H", "H", "H", "H", "H", "H", "H", "H", "C", "O", "C", "C", "N", "C", "C", "O", "C", "H", "H", "H", "H", "H", "H", "H", "H", "H", "H", "H", "H", "H", "H", "H", "C", "O", "C", "C", "N", "C", "C", "O", "C", "H", "H", "H", "H", "H", "H", "H", "H", "H", "H", "H", "H", "H", "H", "H", "C", "O", "H", "H", "H", "H", "C", "O", "H", "H", "H", "H", "C", "O", "H", "H", "H", "H", "C", "O", "H", "H", "H", "H"], "coordinates": [[4.5244, -5.2118, 6.4447], [4.2274, -3.9322, 5.7753], [3.8345, -4.2169, 4.4495], [3.7446, -2.9403, 3.6068], [2.7898, -1.8763, 3.9596], [3.1367, -0.5912, 3.2792], [1.9773, 0.3494, 2.9881], [1.1093, -0.0507, 1.8715], [0.1268, 0.9339, 1.5380], [4.9906, -5.1965, 7.4299], [5.2541, -5.7119, 5.8080], [3.6313, -5.8179, 6.5967], [2.9955, -4.8940, 4.2894], [4.6784, -4.6812, 3.9392], [3.4125, -3.2625, 2.6199], [4.7764, -2.5947, 3.5433], [1.8120, -2.0859, 3.8178], [3.7324, -0.8069, 2.3922], [3.7811, -0.0280, 3.9543], [2.3589, 1.2964, 2.6063], [1.4090, 0.5345, 3.8996], [-0.2344, 1.5499, 2.3615], [-0.7229, 0.5490, 0.9741], [0.5380, 1.5455, 0.7350], [3.8402, -6.1876, -3.8797], [2.5161, -5.7164, -3.8113], [1.7554, -6.1625, -2.7076], [0.4119, -5.3378, -2.7250], [-0.5242, -5.8321, -3.6931], [-1.9309, -5.3081, -3.4554], [-2.1050, -3.7576, -3.6136], [-1.5180, -3.3308, -4.8613], [-1.3602, -1.8926, -4.8906], [4.4172, -6.0100, -2.9722], [4.3694, -5.7089, -4.7036], [3.8614, -7.2510, -4.1184], [2.3171, -6.0918, -1.7762], [1.4612, -7.2072, -2.8075], [0.7112, -4.2902, -2.7573], [-0.1809, -5.4996, -1.8247], [-0.2096, -5.5747, -4.6177], [-2.3882, -5.7622, -2.5764], [-2.5154, -5.8082, -4.2277], [-1.6922, -3.2089, -2.7670], [-3.1604, -3.4953, -3.5409], [-2.3187, -1.3743, -4.9176], [-0.8947, -1.6291, -5.8404], [-0.8207, -1.4894, -4.0336], [-1.1381, 0.3914, 8.0573], [-1.9135, 0.3900, 6.8676], [-3.3183, 0.2820, 7.1405], [-4.1851, 0.7617, 5.9727], [-4.1022, 2.2192, 5.8869], [-4.3371, 2.7426, 4.5289], [-3.0984, 2.5212, 3.6265], [-3.2807, 2.9558, 2.2758], [-4.4254, 2.3422, 1.5560], [-1.2651, -0.4256, 8.7675], [-1.2758, 1.3076, 8.6315], [-0.0914, 0.4853, 7.7683], [-3.6122, 0.8664, 8.0124], [-3.3727, -0.7415, 7.5116], [-5.2216, 0.4273, 6.0188], [-3.8725, 0.2900, 5.0411], [-3.2066, 2.4854, 6.2706], [-4.5740, 3.8066, 4.5225], [-5.2131, 2.2372, 4.1222], [-2.7728, 1.4811, 3.6145], [-2.2794, 2.9801, 4.1804], [-4.4053, 1.2531, 1.5160], [-4.3291, 2.6114, 0.5041], [-5.4200, 2.5373, 1.9569], [-1.4627, 4.1460, -1.3013], [-0.6400, 5.0710, -1.9950], [0.5211, 5.5232, -1.3467], [1.1064, 6.7831, -2.0292], [1.6706, 6.4627, -3.3346], [0.6645, 6.2366, -4.4110], [1.1964, 5.8599, -5.7940], [0.1722, 5.9484, -6.7938], [0.6704, 5.6643, -8.1161], [-2.2352, 3.8598, -2.0149], [-1.9886, 4.6358, -0.4817], [-0.9012, 3.3149, -0.8745], [1.2974, 4.7614, -1.2740], [0.3601, 5.8284, -0.3128], [1.8950, 7.2625, -1.4493], [0.3219, 7.5394, -2.0039], [2.3481, 5.7186, -3.2486], [0.1186, 7.1676, -4.5633], [0.0490, 5.3732, -4.1582], [1.5948, 4.8528, -5.6716], [2.0096, 6.5314, -6.0693], [1.3201, 6.5131, -8.3295], [-0.0777, 5.6720, -8.9088], [1.2067, 4.7206, -8.2159], [3.7621, -2.4081, -3.7341], [3.8008, -1.4916, -2.6771], [2.9329, -0.4007, -2.8374], [3.0314, 0.5229, -1.6198], [4.3997, 0.8430, -1.2258], [4.5687, 1.7839, -0.1888], [5.8140, 1.6025, 0.6579], [5.8252, 0.3429, 1.2435], [6.7453, 0.1704, 2.3243], [4.5908, -3.0979, -3.5742], [3.9042, -2.0729, -4.7615], [2.8087, -2.9252, -3.6260], [1.9066, -0.6834, -3.0719], [3.2745, 0.1611, -3.7067], [2.5519, 0.0642, -0.7551], [2.4827, 1.4317, -1.8670], [4.8138, -0.0143, -0.8885], [3.6856, 1.8746, 0.4436], [4.5558, 2.7237, -0.7410], [5.8478, 2.4150, 1.3837], [6.6936, 1.6895, 0.0201], [7.7708, 0.2365, 1.9608], [6.5827, -0.8176, 2.7549], [6.5141, 0.8970, 3.1033], [-3.8591, -2.7675, -0.3538], [-4.6493, -2.8352, 0.7670], [-4.0442, -3.0032, 2.0742], [-2.9158, -2.0470, 2.4385], [-2.1846, -2.4455, 3.7034], [-1.1074, -1.5482, 4.2116], [-0.4697, -2.1746, 5.4028], [0.1709, -3.2767, 4.9457], [0.8557, -3.9641, 5.9617], [-3.3502, -3.7262, -0.4546], [-3.1608, -1.9306, -0.3539], [-4.5014, -2.6506, -1.2266], [-3.7182, -4.0433, 2.0760], [-4.7841, -3.0058, 2.8746], [-3.3845, -1.0742, 2.5867], [-2.2079, -1.9858, 1.6119], [-1.8906, -3.4109, 3.6621], [-1.5620, -0.6157, 4.5462], [-0.3618, -1.2005, 3.4967], [-1.2326, -2.5644, 6.0768], [0.1346, -1.4435, 5.9399], [1.7896, -3.4422, 6.1705], [1.2312, -4.9146, 5.5825], [0.3347, -4.2546, 6.8740], [-4.1074, 2.3425, -6.0552], [-3.3723, 1.2126, -5.6027], [-4.6595, 2.0375, -6.9442], [-4.8601, 2.6887, -5.3470], [-3.4668, 3.1830, -6.3224], [-2.6330, 0.9990, -6.1767], [0.1034, 2.5239, -4.4798], [0.3533, 1.1160, -4.5724], [0.4643, 2.9081, -5.4338], [-0.9052, 2.8598, -4.2389], [0.7199, 2.9388, -3.6824], [-0.0521, 0.8025, -5.3841], [-2.4884, 0.4409, -1.9312], [-1.0503, 0.5100, -1.9404], [-2.9118, 1.0805, -2.7056], [-2.7597, -0.6010, -2.1016], [-2.9156, 0.6786, -0.9570], [-0.7300, 0.5639, -2.8438], [-5.0282, 3.5859, -2.6169], [-5.1501, 4.5882, -1.6065], [-5.9009, 3.6151, -3.2694], [-4.1224, 3.7349, -3.2045], [-5.0194, 2.5954, -2.1622], [-5.9365, 4.4847, -1.0656]], "lowdin_charge": [-0.045, -0.178, -0.243, -0.089, 0.250, -0.086, -0.168, -0.213, -0.085, 0.094, 0.089, 0.088, 0.122, 0.127, 0.169, 0.135, 0.136, 0.134, 0.154, 0.126, 0.126, 0.090, 0.083, 0.079, -0.121, -0.204, -0.203, -0.223, -0.057, -0.153, -0.213, -0.177, -0.091, 0.083, 0.086, 0.086, 0.109, 0.115, 0.104, 0.112, 0.104, 0.107, 0.108, 0.098, 0.111, 0.077, 0.087, 0.069, -0.119, -0.223, -0.194, -0.199, -0.056, -0.187, -0.227, -0.187, -0.059, 0.091, 0.087, 0.080, 0.120, 0.123, 0.122, 0.090, 0.096, 0.123, 0.106, 0.087, 0.120, 0.070, 0.067, 0.079, -0.076, -0.204, -0.235, -0.196, -0.056, -0.184, -0.237, -0.191, -0.097, 0.068, 0.091, 0.078, 0.109, 0.114, 0.111, 0.122, 0.100, 0.129, 0.087, 0.098, 0.120, 0.084, 0.083, 0.081, -0.107, -0.185, -0.221, -0.177, -0.058, -0.242, -0.228, -0.214, -0.079, 0.086, 0.094, 0.077, 0.109, 0.123, 0.109, 0.116, 0.101, 0.100, 0.125, 0.124, 0.131, 0.097, 0.071, 0.087, -0.146, -0.181, -0.184, -0.177, -0.022, -0.189, -0.288, -0.188, -0.092, 0.089, 0.060, 0.096, 0.116, 0.125, 0.105, 0.102, 0.099, 0.099, 0.091, 0.137, 0.122, 0.077, 0.082, 0.108, -0.141, -0.136, 0.078, 0.062, 0.082, 0.066, -0.119, -0.131, 0.079, 0.080, 0.079, 0.069, -0.124, -0.141, 0.067, 0.052, 0.067, 0.018, -0.163, -0.123, 0.075, 0.065, 0.068, 0.076]}

(4)
{"formula": "C9H18NO6PS2", "method": "wB97M-V/def2-TZVPD", "smiles": "CCOP(=S)(OCC)SCOC(=O)NCC(=O)OC", "e_above_lowest_kcal_mol": 0.0, "homo_lumo_gap_ev": 9.373, "molar_mass_g_mol": 331.35, "elements": ["C", "C", "H", "H", "O", "P", "S", "O", "C", "C", "H", "H", "H", "H", "H", "S", "C", "O", "C", "O", "N", "H", "C", "C", "O", "O", "C", "H", "H", "H", "H", "H", "H", "H", "H", "H", "H"], "coordinates": [[5.6190, -0.7412, 0.9253], [4.5485, 0.0952, 0.2503], [4.7692, 0.2353, -0.8126], [4.4602, 1.0779, 0.7280], [3.3021, -0.5926, 0.3679], [1.9260, 0.2265, 0.3197], [1.8711, 1.8248, 1.4258], [0.8907, -0.8906, 0.7669], [1.0195, -2.3030, 0.5542], [1.0013, -2.6915, -0.9115], [0.9532, -3.7743, -0.9930], [0.1377, -2.2606, -1.4130], [1.9037, -2.3412, -1.4072], [0.1584, -2.7217, 1.0823], [1.9407, -2.6462, 1.0319], [1.6850, 0.5248, -1.7899], [0.2272, 1.6148, -1.6073], [-0.5815, 1.2145, -0.5482], [-1.3914, 0.1335, -0.7542], [-1.4819, -0.4531, -1.8004], [-2.0285, -0.1769, 0.3904], [-1.8980, 0.4411, 1.1761], [-3.0681, -1.1660, 0.4322], [-4.4748, -0.5785, 0.5174], [-5.4621, -1.2365, 0.6980], [-4.4607, 0.7447, 0.3738], [-5.7227, 1.4014, 0.4102], [-6.3128, 1.0390, 1.2538], [-6.2708, 1.2095, -0.5138], [-5.5111, 2.4625, 0.5125], [-2.9289, -1.8447, 1.2794], [-3.0067, -1.7489, -0.4933], [0.5728, 2.6214, -1.3703], [-0.2990, 1.5772, -2.5647], [5.6770, -1.7221, 0.4606], [6.5801, -0.2445, 0.8305], [5.3856, -0.8657, 1.9795]], "nbo_charge": [-0.622, -0.070, 0.181, 0.207, -0.846, 1.705, -0.567, -0.848, -0.052, -0.650, 0.217, 0.238, 0.215, 0.190, 0.190, -0.102, -0.189, -0.524, 0.901, -0.650, -0.612, 0.419, -0.330, 0.780, -0.590, -0.504, -0.262, 0.201, 0.193, 0.198, 0.228, 0.264, 0.224, 0.223, 0.211, 0.217, 0.216]}